# 1
A 7-piece molecular cluster, C24H55ClO12S7 overall in a non-equilibrium geometry. Source: OMol25; level of theory: wB97M-V/def2-TZVPD.

Cartesian coordinates (Å):
1 C 1.18 0.25 2.58
2 C 1.83 1.58 2.42
3 C 1.83 2.81 3.51
4 C 0.74 4.00 3.21
5 C 0.33 4.40 1.68
6 C 1.57 4.45 0.61
7 C 2.93 5.19 1.14
8 Cl 4.32 4.56 0.03
9 O 1.29 5.20 3.92
10 S 0.04 6.16 4.65
11 O -0.85 7.03 3.72
12 O 0.45 7.16 5.77
13 O -0.92 4.80 5.08
14 C -0.56 3.64 4.20
15 C -2.00 3.31 3.51
16 C -2.07 1.85 2.75
17 O -3.39 1.69 2.10
18 C -3.39 2.36 0.78
19 C -3.91 3.93 0.55
20 O -3.00 1.69 -0.32
21 H 0.04 0.01 2.43
22 H 1.90 -0.66 2.82
23 H 2.46 1.74 1.43
24 H 2.95 3.22 3.56
25 H 1.65 2.31 4.57
26 H -0.49 3.68 1.19
27 H -0.17 5.48 1.73
28 H 1.74 3.36 0.17
29 H 1.18 5.09 -0.32
30 H 3.26 4.92 2.23
31 H 2.92 6.37 1.06
32 H -0.43 2.79 5.00
33 H -2.81 3.31 4.36
34 H -2.27 4.22 2.80
35 H -1.23 1.73 1.92
36 H -1.92 0.95 3.51
37 H -4.62 4.04 -0.38
38 H -4.44 4.26 1.56
39 H -2.95 4.61 0.47
40 C -4.20 0.40 -2.97
41 S -5.12 0.08 -4.49
42 O -5.44 1.40 -5.12
43 C -6.62 -0.52 -3.68
44 H -3.23 0.83 -3.23
45 H -4.75 1.12 -2.35
46 H -4.05 -0.53 -2.43
47 H -7.02 0.24 -3.01
48 H -6.39 -1.43 -3.11
49 H -7.36 -0.76 -4.45
50 C -5.98 -4.63 -6.76
51 S -7.06 -3.47 -5.88
52 O -6.86 -3.70 -4.41
53 C -8.61 -4.27 -6.34
54 H -4.94 -4.35 -6.58
55 H -6.15 -5.65 -6.39
56 H -6.19 -4.58 -7.83
57 H -8.62 -5.31 -6.00
58 H -8.74 -4.23 -7.43
59 H -9.44 -3.73 -5.87
60 C 5.02 -3.32 1.60
61 S 5.00 -1.52 1.71
62 O 3.73 -1.13 2.42
63 C 4.74 -1.22 -0.05
64 H 5.14 -3.73 2.60
65 H 4.08 -3.68 1.16
66 H 5.87 -3.64 0.98
67 H 3.82 -1.71 -0.38
68 H 5.59 -1.61 -0.62
69 H 4.65 -0.15 -0.22
70 C -6.02 -0.72 1.17
71 S -6.94 -1.04 -0.36
72 O -7.26 0.28 -0.98
73 C -8.44 -1.64 0.46
74 H -5.05 -0.29 0.90
75 H -6.57 0.00 1.79
76 H -5.87 -1.65 1.71
77 H -8.84 -0.88 1.12
78 H -8.21 -2.55 1.02
79 H -9.18 -1.88 -0.31
80 C 8.88 1.74 -0.53
81 S 8.70 -0.06 -0.44
82 O 7.23 -0.36 -0.32
83 C 9.42 -0.23 1.21
84 H 8.45 2.08 -1.48
85 H 8.34 2.21 0.29
86 H 9.94 2.00 -0.50
87 H 8.85 0.37 1.93
88 H 10.46 0.10 1.19
89 H 9.38 -1.28 1.50
90 C 8.04 -6.28 -0.92
91 S 6.33 -6.01 -1.45
92 O 5.55 -5.58 -0.25
93 C 5.95 -7.76 -1.75
94 H 8.47 -5.31 -0.65
95 H 8.07 -6.95 -0.06
96 H 8.61 -6.71 -1.75
97 H 6.11 -8.33 -0.84
98 H 6.60 -8.14 -2.55
99 H 4.91 -7.84 -2.06

Summary:
E_tot = -138701.9549 eV
frontier orbital gap = 7.11 eV
M = 795.6 g/mol
HOMO level = -7.41 eV

=====

# 2
A 4-piece molecular cluster, C24H55F3IN3O10S overall. Source: OMol25; level of theory: wB97M-V/def2-TZVPD.

Cartesian coordinates (Å):
1 C -0.87 -0.26 -1.44
2 C -1.99 0.37 -0.62
3 I -3.71 -0.90 -0.56
4 C -2.39 1.76 -1.09
5 O -2.69 1.77 -2.49
6 S -2.14 3.05 -3.31
7 O -3.24 3.94 -3.57
8 O -1.96 2.25 -4.70
9 C -0.77 1.48 -4.87
10 C -1.02 0.06 -5.43
11 O -0.37 -0.94 -4.66
12 C -2.48 -0.37 -5.50
13 F -2.51 -1.64 -5.91
14 F -3.16 0.36 -6.39
15 F -3.12 -0.31 -4.34
16 H -0.73 -1.31 -1.17
17 H 0.07 0.27 -1.25
18 H -1.10 -0.22 -2.51
19 H -1.70 0.48 0.42
20 H -3.28 2.10 -0.55
21 H -1.57 2.46 -0.87
22 H -0.12 2.03 -5.57
23 H -0.24 1.38 -3.92
24 H -0.68 0.02 -6.47
25 H 0.57 -0.74 -4.62
26 C -0.67 -1.70 6.67
27 O -2.05 -1.81 6.38
28 C -2.89 -0.97 7.16
29 C -3.51 0.12 6.32
30 N -2.49 1.02 5.84
31 C -2.91 2.03 4.89
32 C -3.41 1.55 3.53
33 O -2.39 0.96 2.74
34 C -2.19 -0.43 2.95
35 H -0.16 -2.47 6.09
36 H -0.26 -0.72 6.41
37 H -0.48 -1.88 7.74
38 H -2.30 -0.52 7.98
39 H -3.67 -1.59 7.60
40 H -4.22 0.68 6.94
41 H -4.09 -0.37 5.52
42 H -1.71 0.50 5.45
43 H -2.07 2.70 4.72
44 H -3.71 2.63 5.35
45 H -3.76 2.42 2.97
46 H -4.26 0.86 3.62
47 H -3.11 -0.94 3.23
48 H -1.43 -0.63 3.71
49 H -1.84 -0.85 2.01
50 C 3.08 -6.53 -5.74
51 O 3.06 -6.12 -7.09
52 C 1.90 -6.51 -7.82
53 C 1.08 -5.30 -8.21
54 N 0.51 -4.66 -7.05
55 C -0.18 -3.40 -7.30
56 C 0.63 -2.24 -7.86
57 O 1.58 -1.70 -6.95
58 C 2.85 -2.34 -6.95
59 H 4.06 -6.29 -5.35
60 H 2.32 -6.02 -5.14
61 H 2.92 -7.61 -5.65
62 H 1.29 -7.19 -7.22
63 H 2.23 -7.04 -8.72
64 H 0.27 -5.63 -8.87
65 H 1.73 -4.64 -8.81
66 H 1.23 -4.51 -6.36
67 H -0.63 -3.07 -6.37
68 H -1.00 -3.60 -8.00
69 H -0.07 -1.42 -8.07
70 H 1.13 -2.49 -8.80
71 H 3.11 -2.70 -7.95
72 H 2.89 -3.19 -6.26
73 H 3.59 -1.60 -6.65
74 C 3.46 5.40 3.17
75 O 4.00 4.26 3.80
76 C 4.56 4.50 5.08
77 C 3.76 3.80 6.16
78 N 2.44 4.40 6.29
79 C 1.53 3.71 7.20
80 C 1.14 2.28 6.86
81 O 0.34 2.17 5.70
82 C 1.03 2.08 4.47
83 H 3.19 5.11 2.16
84 H 2.56 5.78 3.68
85 H 4.19 6.21 3.12
86 H 4.60 5.58 5.28
87 H 5.58 4.11 5.09
88 H 4.29 3.91 7.11
89 H 3.73 2.73 5.92
90 H 2.01 4.46 5.38
91 H 0.62 4.30 7.27
92 H 1.99 3.70 8.20
93 H 0.52 1.90 7.68
94 H 2.01 1.62 6.77
95 H 1.99 1.57 4.58
96 H 1.22 3.06 4.02
97 H 0.40 1.51 3.78

Summary:
E_tot = -77808.8715 eV
frontier orbital gap = 8.77 eV
M = 761.7 g/mol
HOMO level = -8.48 eV

=====

# 3
A 10-piece molecular cluster, C24H55N19O11 overall in a non-equilibrium geometry. Source: OMol25; level of theory: wB97M-V/def2-TZVPD.

Cartesian coordinates (Å):
1 C -1.75 -1.74 -1.00
2 C -2.00 -2.17 -2.53
3 N -3.40 -2.62 -2.83
4 C -4.04 -3.52 -1.86
5 O -3.79 -4.73 -1.61
6 C -5.17 -2.58 -1.24
7 C -6.08 -2.72 0.00
8 C -7.10 -1.58 0.34
9 C -7.22 -0.26 -0.50
10 C -6.26 -0.10 -1.74
11 C -6.22 1.19 -2.69
12 C -5.74 2.44 -1.80
13 C -4.15 2.67 -1.72
14 C -3.26 1.62 -2.53
15 C -3.59 2.66 -0.19
16 C -5.31 -1.26 -2.06
17 C -4.25 -1.49 -3.22
18 O -4.13 -0.88 -4.31
19 H -1.29 -2.61 -0.40
20 H -0.91 -0.93 -1.01
21 H -2.64 -1.26 -0.48
22 H -1.20 -2.93 -2.81
23 H -1.82 -1.24 -3.19
24 H -5.99 -3.65 0.64
25 H -7.81 -1.64 1.25
26 H -7.96 0.57 -0.26
27 H -5.67 1.04 -3.67
28 H -7.33 1.40 -2.97
29 H -6.11 2.24 -0.72
30 H -6.23 3.39 -2.22
31 H -3.95 3.74 -2.11
32 H -3.56 1.48 -3.63
33 H -2.18 2.04 -2.56
34 H -3.20 0.64 -1.94
35 H -3.72 1.64 0.32
36 H -4.04 3.51 0.43
37 H -2.45 2.84 -0.31
38 N 2.65 -1.63 -0.86
39 C 2.20 -0.58 -0.14
40 N 3.14 0.00 0.65
41 O 1.05 -0.18 -0.19
42 H 3.59 -1.97 -0.83
43 H 1.99 -2.09 -1.46
44 H 2.85 0.79 1.21
45 H 4.10 -0.32 0.71
46 N -6.43 1.34 2.76
47 C -6.70 2.59 2.29
48 N -8.00 2.95 2.35
49 O -5.83 3.32 1.85
50 H -7.13 0.72 3.13
51 H -5.48 1.03 2.73
52 H -8.24 3.87 2.02
53 H -8.73 2.37 2.71
54 N 2.28 1.66 -4.76
55 C 2.39 0.99 -3.58
56 N 2.32 1.78 -2.49
57 O 2.53 -0.22 -3.52
58 H 2.17 2.65 -4.84
59 H 2.33 1.10 -5.60
60 H 2.39 1.33 -1.59
61 H 2.20 2.78 -2.52
62 N 5.58 3.00 -2.23
63 C 5.14 4.05 -1.50
64 N 6.07 4.63 -0.71
65 O 3.98 4.45 -1.56
66 H 6.53 2.66 -2.20
67 H 4.91 2.55 -2.83
68 H 5.78 5.41 -0.15
69 H 7.02 4.31 -0.65
70 N 6.47 -3.61 1.73
71 C 5.38 -2.80 1.66
72 N 4.20 -3.45 1.60
73 O 5.46 -1.58 1.66
74 H 6.42 -4.61 1.74
75 H 7.37 -3.16 1.78
76 H 3.36 -2.89 1.55
77 H 4.11 -4.45 1.60
78 N 0.03 6.02 -0.29
79 C -1.13 5.47 -0.72
80 N -2.24 5.99 -0.15
81 O -1.18 4.57 -1.55
82 H 0.09 6.75 0.39
83 H 0.88 5.66 -0.69
84 H -3.13 5.61 -0.44
85 H -2.23 6.73 0.53
86 N 0.31 -5.18 3.86
87 C 0.65 -4.59 2.69
88 N -0.20 -4.82 1.66
89 O 1.66 -3.90 2.56
90 H -0.51 -5.75 3.98
91 H 0.92 -5.03 4.65
92 H 0.02 -4.40 0.77
93 H -1.03 -5.38 1.74
94 N 10.23 1.15 -0.94
95 C 9.15 1.44 -1.71
96 N 9.15 0.85 -2.93
97 O 8.25 2.18 -1.33
98 H 10.98 0.55 -1.23
99 H 10.27 1.57 -0.02
100 H 8.37 1.04 -3.53
101 H 9.88 0.24 -3.25
102 N 1.58 -4.86 8.15
103 C 2.50 -5.08 7.19
104 N 3.74 -5.37 7.65
105 O 2.24 -5.03 5.99
106 H 1.77 -4.90 9.13
107 H 0.64 -4.64 7.85
108 H 4.46 -5.54 6.96
109 H 3.98 -5.42 8.62

Summary:
E_tot = -76619.2186 eV
frontier orbital gap = 8.29 eV
M = 785.8 g/mol
HOMO level = -8.60 eV
SMILES = CCN1C(=O)c2cccc(CCC(C)C)c2C1=O.NC(N)=O.NC(N)=O.NC(N)=O.NC(N)=O.NC(N)=O.NC(N)=O.NC(N)=O.NC(N)=O.NC(N)=O

=====

# 4
A 4-piece molecular cluster, C24H55N3O overall in a non-equilibrium geometry. Source: OMol25; level of theory: wB97M-V/def2-TZVPD.

Cartesian coordinates (Å):
1 O 0.85 0.15 -1.10
2 H 0.16 0.64 -0.62
3 C 4.06 -4.97 -2.42
4 C 2.54 -4.78 -2.30
5 C 2.25 -3.71 -1.20
6 N 0.76 -3.73 -0.87
7 C -0.12 -3.11 -2.01
8 C 0.58 -2.77 0.35
9 C -0.45 -3.44 1.18
10 C -0.04 -4.90 1.12
11 C 0.32 -5.13 -0.31
12 H 4.30 -5.34 -3.42
13 H 4.50 -5.73 -1.77
14 H 4.68 -4.08 -2.37
15 H 2.05 -5.75 -2.15
16 H 2.15 -4.46 -3.26
17 H 2.45 -2.65 -1.40
18 H 2.77 -3.91 -0.27
19 H -0.35 -3.88 -2.73
20 H 0.33 -2.26 -2.53
21 H -1.12 -2.91 -1.61
22 H 0.28 -1.82 -0.09
23 H 1.48 -2.69 0.96
24 H -1.46 -3.38 0.78
25 H -0.47 -2.99 2.17
26 H -0.81 -5.62 1.40
27 H 0.76 -5.14 1.81
28 H -0.57 -5.47 -0.84
29 H 1.16 -5.81 -0.23
30 C -5.79 -1.49 3.36
31 C -4.73 -0.44 3.29
32 C -4.09 -0.56 1.92
33 N -3.01 0.48 1.58
34 C -2.08 0.69 2.85
35 C -3.57 1.83 0.97
36 C -3.55 1.67 -0.55
37 C -2.91 0.33 -0.84
38 C -2.15 0.00 0.43
39 H -6.68 -1.38 2.75
40 H -6.24 -1.60 4.35
41 H -5.46 -2.46 2.98
42 H -4.08 -0.57 4.16
43 H -5.19 0.55 3.35
44 H -4.87 -0.58 1.16
45 H -3.53 -1.49 1.87
46 H -1.35 1.47 2.65
47 H -1.79 -0.25 3.33
48 H -2.66 1.14 3.66
49 H -2.81 2.59 1.16
50 H -4.53 2.15 1.36
51 H -2.94 2.42 -1.06
52 H -4.47 1.69 -1.13
53 H -2.22 0.39 -1.69
54 H -3.71 -0.37 -1.06
55 H -1.16 0.47 0.45
56 H -2.01 -1.08 0.40
57 C 5.57 2.99 0.05
58 C 4.10 3.28 0.37
59 C 3.16 3.28 -0.83
60 N 1.72 3.69 -0.48
61 C 1.14 2.93 0.78
62 C 0.79 3.47 -1.72
63 C 1.06 4.63 -2.71
64 C 1.28 5.78 -1.77
65 C 1.52 5.18 -0.33
66 H 6.11 3.15 0.98
67 H 6.02 3.50 -0.80
68 H 5.64 1.98 -0.35
69 H 4.06 4.29 0.79
70 H 3.77 2.60 1.16
71 H 3.10 2.27 -1.24
72 H 3.54 4.03 -1.52
73 H 0.11 3.24 0.96
74 H 1.73 3.15 1.66
75 H 1.20 1.90 0.43
76 H -0.21 3.33 -1.30
77 H 1.00 2.43 -1.97
78 H 0.29 4.75 -3.48
79 H 1.89 4.35 -3.36
80 H 0.55 6.59 -1.78
81 H 2.20 6.31 -2.05
82 H 0.76 5.37 0.42
83 H 2.42 5.56 0.16

Summary:
E_tot = -32284.3038 eV
frontier orbital gap (alpha / beta) = 2.56 / 7.60 eV
net charge = +1
M = 401.7 g/mol
HOMO level (alpha / beta) = -4.32 / -9.49 eV
2S+1 = 2

=====

What is the formula in the fourth record? C24H55N3O

=====

Which formula does entry 4 have? C24H55N3O

=====

Repeat the first record exactly.
A 7-piece molecular cluster, C24H55ClO12S7 overall in a non-equilibrium geometry. Source: OMol25; level of theory: wB97M-V/def2-TZVPD.

Cartesian coordinates (Å):
1 C 1.18 0.25 2.58
2 C 1.83 1.58 2.42
3 C 1.83 2.81 3.51
4 C 0.74 4.00 3.21
5 C 0.33 4.40 1.68
6 C 1.57 4.45 0.61
7 C 2.93 5.19 1.14
8 Cl 4.32 4.56 0.03
9 O 1.29 5.20 3.92
10 S 0.04 6.16 4.65
11 O -0.85 7.03 3.72
12 O 0.45 7.16 5.77
13 O -0.92 4.80 5.08
14 C -0.56 3.64 4.20
15 C -2.00 3.31 3.51
16 C -2.07 1.85 2.75
17 O -3.39 1.69 2.10
18 C -3.39 2.36 0.78
19 C -3.91 3.93 0.55
20 O -3.00 1.69 -0.32
21 H 0.04 0.01 2.43
22 H 1.90 -0.66 2.82
23 H 2.46 1.74 1.43
24 H 2.95 3.22 3.56
25 H 1.65 2.31 4.57
26 H -0.49 3.68 1.19
27 H -0.17 5.48 1.73
28 H 1.74 3.36 0.17
29 H 1.18 5.09 -0.32
30 H 3.26 4.92 2.23
31 H 2.92 6.37 1.06
32 H -0.43 2.79 5.00
33 H -2.81 3.31 4.36
34 H -2.27 4.22 2.80
35 H -1.23 1.73 1.92
36 H -1.92 0.95 3.51
37 H -4.62 4.04 -0.38
38 H -4.44 4.26 1.56
39 H -2.95 4.61 0.47
40 C -4.20 0.40 -2.97
41 S -5.12 0.08 -4.49
42 O -5.44 1.40 -5.12
43 C -6.62 -0.52 -3.68
44 H -3.23 0.83 -3.23
45 H -4.75 1.12 -2.35
46 H -4.05 -0.53 -2.43
47 H -7.02 0.24 -3.01
48 H -6.39 -1.43 -3.11
49 H -7.36 -0.76 -4.45
50 C -5.98 -4.63 -6.76
51 S -7.06 -3.47 -5.88
52 O -6.86 -3.70 -4.41
53 C -8.61 -4.27 -6.34
54 H -4.94 -4.35 -6.58
55 H -6.15 -5.65 -6.39
56 H -6.19 -4.58 -7.83
57 H -8.62 -5.31 -6.00
58 H -8.74 -4.23 -7.43
59 H -9.44 -3.73 -5.87
60 C 5.02 -3.32 1.60
61 S 5.00 -1.52 1.71
62 O 3.73 -1.13 2.42
63 C 4.74 -1.22 -0.05
64 H 5.14 -3.73 2.60
65 H 4.08 -3.68 1.16
66 H 5.87 -3.64 0.98
67 H 3.82 -1.71 -0.38
68 H 5.59 -1.61 -0.62
69 H 4.65 -0.15 -0.22
70 C -6.02 -0.72 1.17
71 S -6.94 -1.04 -0.36
72 O -7.26 0.28 -0.98
73 C -8.44 -1.64 0.46
74 H -5.05 -0.29 0.90
75 H -6.57 0.00 1.79
76 H -5.87 -1.65 1.71
77 H -8.84 -0.88 1.12
78 H -8.21 -2.55 1.02
79 H -9.18 -1.88 -0.31
80 C 8.88 1.74 -0.53
81 S 8.70 -0.06 -0.44
82 O 7.23 -0.36 -0.32
83 C 9.42 -0.23 1.21
84 H 8.45 2.08 -1.48
85 H 8.34 2.21 0.29
86 H 9.94 2.00 -0.50
87 H 8.85 0.37 1.93
88 H 10.46 0.10 1.19
89 H 9.38 -1.28 1.50
90 C 8.04 -6.28 -0.92
91 S 6.33 -6.01 -1.45
92 O 5.55 -5.58 -0.25
93 C 5.95 -7.76 -1.75
94 H 8.47 -5.31 -0.65
95 H 8.07 -6.95 -0.06
96 H 8.61 -6.71 -1.75
97 H 6.11 -8.33 -0.84
98 H 6.60 -8.14 -2.55
99 H 4.91 -7.84 -2.06

Summary:
E_tot = -138701.9549 eV
frontier orbital gap = 7.11 eV
M = 795.6 g/mol
HOMO level = -7.41 eV